1.
{
  "formula": "C31H79N5O11",
  "method": "ωB97M-V with the def2-TZVPD basis set",
  "elements": ["C", "O", "C", "C", "N", "C", "C", "O", "C", "H", "H", "H", "H", "H", "H", "H", "H", "H", "H", "H", "H", "H", "H", "H", "C", "O", "C", "C", "N", "C", "C", "O", "C", "H", "H", "H", "H", "H", "H", "H", "H", "H", "H", "H", "H", "H", "H", "H", "C", "O", "C", "C", "N", "C", "C", "O", "C", "H", "H", "H", "H", "H", "H", "H", "H", "H", "H", "H", "H", "H", "H", "H", "C", "O", "C", "C", "N", "C", "C", "O", "C", "H", "H", "H", "H", "H", "H", "H", "H", "H", "H", "H", "H", "H", "H", "H", "C", "O", "C", "C", "N", "C", "C", "O", "C", "H", "H", "H", "H", "H", "H", "H", "H", "H", "H", "H", "H", "H", "H", "H", "C", "O", "H", "H", "H", "H"],
  "xyz": [[-6.90749, -5.29007, 6.15817], [-6.57883, -5.29946, 4.76086], [-6.44296, -6.55587, 4.13027], [-6.08146, -6.33478, 2.66119], [-4.62939, -5.91673, 2.69750], [-4.35260, -5.42629, 1.31364], [-3.01621, -4.67430, 1.34588], [-3.10025, -3.73764, 2.40660], [-2.09980, -2.77670, 2.31546], [-6.04256, -5.39258, 6.81353], [-7.56410, -6.12359, 6.40760], [-7.57205, -4.45145, 6.36595], [-7.29770, -7.23210, 4.11484], [-5.67328, -7.19298, 4.56590], [-6.65374, -5.47587, 2.31068], [-6.20777, -7.16930, 1.97148], [-4.63402, -5.09347, 3.28258], [-5.11683, -4.83935, 0.80419], [-4.28377, -6.28415, 0.64472], [-2.80678, -4.20725, 0.38355], [-2.24348, -5.43709, 1.44153], [-2.10738, -2.06767, 3.14330], [-2.23427, -2.08349, 1.48510], [-1.14670, -3.29289, 2.20037], [2.05378, 0.90511, -8.16878], [3.25849, 0.19898, -7.91373], [4.07472, 0.78122, -6.90759], [3.59419, 0.52563, -5.45949], [3.80101, -0.86242, -4.97471], [3.17090, -1.01603, -3.66371], [3.39878, -2.42456, -3.07953], [2.77934, -3.39817, -3.92090], [2.82400, -4.74714, -3.37112], [1.35964, 0.87399, -7.32896], [1.48872, 0.64548, -9.06399], [2.35605, 1.93285, -8.36999], [4.27463, 1.80762, -7.21523], [5.06383, 0.33749, -7.02100], [2.57192, 0.88795, -5.35087], [4.23716, 1.17098, -4.86098], [3.54467, -1.52912, -5.68879], [2.09633, -0.83423, -3.68200], [3.63694, -0.41752, -2.88095], [2.95679, -2.42899, -2.08318], [4.46789, -2.63423, -3.04565], [2.31134, -4.78823, -2.41009], [3.85410, -5.06805, -3.21617], [2.39759, -5.42869, -4.10717], [7.80163, -9.90893, 5.16909], [6.84653, -8.84901, 4.86832], [6.31815, -9.00161, 3.59203], [5.29536, -7.79798, 3.33204], [5.91236, -6.46606, 3.60808], [4.94876, -5.38906, 3.39718], [5.65721, -4.00416, 3.50937], [6.29365, -3.62298, 2.32641], [6.76673, -2.28852, 2.42047], [7.89236, -10.03455, 6.24801], [8.77806, -9.78097, 4.70188], [7.41796, -10.87323, 4.83588], [5.88192, -9.96790, 3.33891], [7.14672, -8.83259, 2.90428], [4.36489, -7.84562, 3.89777], [5.03967, -7.82118, 2.27271], [6.11120, -6.54411, 4.59524], [4.22751, -5.40291, 4.21433], [4.33081, -5.45893, 2.50199], [6.28388, -3.93323, 4.39839], [4.92247, -3.21561, 3.67197], [7.26659, -2.09718, 3.37000], [5.91620, -1.60732, 2.39513], [7.30830, -1.96482, 1.53163], [-0.63808, 6.12946, 3.91925], [-0.98661, 4.79672, 3.53869], [-2.09311, 4.25277, 4.21050], [-3.45469, 4.72862, 3.56980], [-3.69901, 4.30787, 2.16267], [-3.74840, 2.89310, 1.93624], [-3.87864, 2.51561, 0.45820], [-2.62066, 2.89344, -0.28238], [-2.33589, 2.22121, -1.48771], [-0.61376, 6.20069, 5.00664], [-1.27798, 6.85977, 3.42400], [0.41002, 6.28979, 3.66648], [-2.07753, 4.33143, 5.29755], [-2.11256, 3.16296, 4.21641], [-3.39864, 5.81717, 3.57103], [-4.33511, 4.55542, 4.18864], [-2.84597, 4.57306, 1.69139], [-4.56896, 2.50379, 2.53893], [-2.83108, 2.41368, 2.27798], [-4.78317, 2.92458, 0.00801], [-4.06446, 1.44985, 0.32504], [-1.42270, 2.65402, -1.89620], [-3.09456, 2.48476, -2.22463], [-2.29214, 1.13904, -1.36483], [-4.79008, 9.59968, -2.86574], [-3.44851, 9.31602, -2.50492], [-3.34015, 8.04200, -1.81594], [-1.83931, 7.68571, -1.59863], [-1.18339, 6.95213, -2.64795], [-1.02319, 7.76701, -3.82005], [-0.84567, 6.94945, -5.08391], [-1.87163, 5.98153, -5.32356], [-3.08657, 6.59698, -5.59267], [-4.74662, 10.29406, -3.70482], [-5.11496, 10.21228, -2.02474], [-5.37517, 8.68556, -2.96647], [-3.84922, 7.23668, -2.34548], [-3.78566, 8.12499, -0.82461], [-1.83381, 6.93448, -0.80887], [-1.13920, 8.43752, -1.23429], [-1.78126, 6.16436, -2.85306], [-0.15563, 8.42589, -3.78385], [-1.88624, 8.40174, -4.02094], [0.05125, 6.33030, -5.10098], [-0.54281, 7.58864, -5.91325], [-3.55189, 6.99729, -4.69193], [-3.88224, 5.95473, -5.97018], [-3.03182, 7.51806, -6.17295], [2.66187, 3.50408, -0.06371], [2.87991, 4.05292, -1.29236], [3.57765, 3.37560, 0.51330], [2.04779, 4.21585, 0.48799], [2.05063, 2.61047, -0.18998], [2.09102, 4.51915, -1.57850]],
  "forces_ev_per_angstrom": [[-0.751, -0.981, -0.685], [-0.288, -0.013, 0.389], [-0.096, -1.265, -0.898], [1.723, 1.206, 1.502], [-1.660, 0.066, -2.376], [1.252, -0.255, 0.472], [-1.048, -0.701, -0.377], [-0.229, -0.199, -0.284], [0.523, 0.658, -0.193], [0.158, 0.461, -0.121], [0.027, -0.487, -0.161], [0.700, 0.483, -0.052], [-0.944, 0.526, 0.607], [0.456, 0.301, 0.313], [-0.430, -0.079, -0.216], [-0.071, -0.210, 0.409], [0.223, 0.195, 0.252], [-0.455, 0.572, 0.629], [0.373, -0.303, 0.092], [-0.182, 0.447, -0.104], [0.459, 0.159, 0.732], [-0.007, -0.657, 0.576], [-0.112, -0.262, -0.702], [0.384, 0.349, 0.193], [0.545, 1.010, 0.306], [-0.582, -0.906, -0.437], [0.065, -0.845, -0.126], [0.972, 0.123, -0.687], [0.145, 1.709, 0.072], [0.418, -2.008, -0.140], [-0.466, 0.077, -1.145], [-0.125, -0.950, 0.564], [0.390, 1.230, -0.544], [0.003, 0.028, 0.150], [0.552, -0.939, -0.033], [-0.276, 0.488, 0.256], [-0.492, 0.578, 0.699], [-0.048, -0.475, 0.017], [-0.303, -0.081, 0.124], [-0.121, 0.133, 0.310], [-0.474, -0.234, 0.350], [-0.249, 0.220, 0.045], [0.080, 0.741, -0.443], [0.024, -0.215, 0.257], [0.191, 0.047, 0.253], [-0.229, -0.059, -0.018], [0.233, 0.104, 0.067], [-0.255, 0.236, 0.121], [-1.015, 0.137, 0.057], [0.809, -1.607, 1.312], [-0.651, 2.671, -1.071], [1.207, -0.168, -0.215], [-0.246, -1.522, -0.789], [0.832, 1.165, 1.212], [-1.474, -0.094, -0.366], [1.246, -0.038, -0.495], [-1.041, 0.208, -0.204], [0.105, 0.557, -0.020], [-0.002, 0.427, -0.041], [-0.210, -0.058, -0.290], [-0.271, -0.193, 0.481], [0.030, -0.049, -0.525], [-0.166, -0.655, 0.227], [-0.067, -0.118, -0.080], [0.335, 0.526, 0.203], [-0.410, 0.116, 0.251], [0.582, -0.187, -0.347], [0.566, -0.425, 0.012], [-0.740, -0.069, 0.327], [0.517, -0.091, -0.137], [-0.482, 0.151, 0.293], [0.541, -0.682, 0.199], [0.355, -0.822, 0.225], [0.229, -0.202, 0.137], [-1.913, -0.617, -0.137], [0.707, 0.334, 0.013], [0.779, 0.999, 0.532], [0.218, -0.797, -0.136], [0.946, -0.027, -0.986], [-1.458, -0.009, 1.847], [-0.862, 0.665, -0.072], [-0.596, 0.281, 0.169], [0.011, 0.155, 0.254], [-0.124, -0.048, -0.562], [0.081, 1.233, 0.273], [0.690, -0.262, -1.008], [-0.031, 0.168, -0.296], [0.089, -0.631, 0.103], [0.094, 0.599, -0.438], [-0.216, -0.375, -0.289], [0.162, -0.346, 0.170], [0.225, 0.820, -0.233], [0.510, -0.369, 0.342], [0.243, -0.310, 0.328], [-0.306, -0.312, -0.247], [0.190, -0.095, -0.028], [0.912, 1.082, 1.195], [0.367, -1.832, -0.195], [1.672, 1.685, 0.259], [-0.471, -1.383, 0.920], [0.144, 0.257, -0.436], [-0.143, -0.217, -1.680], [1.427, -1.284, 0.127], [0.279, 0.602, -0.558], [-1.568, 1.057, 0.753], [-0.305, -0.529, -0.391], [-1.035, -0.130, 0.056], [-0.200, 0.241, -0.416], [0.013, -0.063, -0.288], [-0.294, 0.091, 0.140], [-0.322, 0.144, 0.585], [-0.632, 0.668, -0.163], [0.118, -0.279, -0.390], [0.129, 0.042, 0.419], [-0.132, 0.307, 0.265], [0.159, -0.255, 0.885], [-1.177, 0.445, -0.531], [0.024, -0.045, 0.689], [0.644, -0.472, -0.444], [0.415, -0.203, -0.754], [-1.481, 0.174, 1.426], [1.105, 0.878, -2.251], [0.054, -0.345, -0.360], [-0.102, -0.127, 0.669], [0.326, -0.541, 0.536], [0.055, -0.024, -0.031]],
  "mulliken_charge": [-0.796, -0.313, -0.646, -0.627, -0.414, -0.795, -0.543, -0.295, -0.782, 0.296, 0.325, 0.266, 0.498, 0.334, 0.353, 0.414, 0.363, 0.381, 0.372, 0.434, 0.322, 0.264, 0.268, 0.325, -0.694, -0.347, -0.762, -0.354, -0.368, -0.504, -0.652, -0.308, -0.715, 0.236, 0.283, 0.307, 0.490, 0.315, 0.291, 0.276, 0.274, 0.358, 0.296, 0.396, 0.367, 0.273, 0.302, 0.242, -0.774, -0.316, -0.490, -0.767, -0.348, -0.714, -0.573, -0.329, -0.758, 0.264, 0.303, 0.307, 0.420, 0.316, 0.385, 0.377, 0.233, 0.398, 0.418, 0.343, 0.409, 0.299, 0.315, 0.281, -0.740, -0.303, -0.538, -0.806, -0.319, -0.430, -0.794, -0.197, -0.777, 0.329, 0.280, 0.251, 0.407, 0.374, 0.329, 0.436, 0.236, 0.396, 0.254, 0.362, 0.428, 0.214, 0.315, 0.291, -0.793, -0.336, -0.350, -1.019, -0.218, -0.326, -0.780, -0.373, -0.474, 0.227, 0.300, 0.357, 0.258, 0.473, 0.379, 0.395, 0.250, 0.345, 0.255, 0.347, 0.406, -0.006, 0.351, 0.333, -0.428, -0.501, 0.256, 0.153, 0.214, 0.305],
  "homo_energy_ev": -8.6,
  "molar_mass_g_mol": 698.00,
  "charge": 0,
  "smiles": "COCCNCCOC.COCCNCCOC.COCCNCCOC.COCCNCCOC.COCCNCCOC.CO",
  "largest_force_ev_per_a": 3.0,
  "homo_lumo_gap_ev": 9.0,
  "e_tot_ha": -2329.5486
}

***

2.
{
  "formula": "C31H7F15GeMgN2O6S",
  "method": "ωB97M-V with the def2-TZVPD basis set",
  "elements": ["Mg", "O", "C", "O", "C", "C", "C", "C", "C", "N", "H", "H", "H", "H", "O", "C", "O", "C", "C", "C", "N", "C", "C", "C", "O", "O", "H", "H", "H", "F", "C", "C", "C", "F", "C", "F", "C", "F", "C", "F", "Ge", "S", "C", "C", "F", "C", "F", "C", "F", "C", "F", "C", "F", "C", "C", "F", "C", "F", "C", "F", "C", "F", "C", "F"],
  "xyz": [[-0.67867, 2.21943, -1.07988], [-1.58275, 5.71684, 0.73979], [-1.52091, 4.63741, 0.16344], [-0.50083, 3.99282, -0.22285], [-2.85646, 3.94746, -0.16251], [-4.06375, 4.46294, 0.28198], [-5.23076, 3.80026, -0.04880], [-5.16299, 2.65050, -0.82311], [-3.91928, 2.20139, -1.22610], [-2.79033, 2.83222, -0.89874], [-4.03968, 5.36787, 0.87196], [-6.18851, 4.17566, 0.29209], [-6.05042, 2.10356, -1.10987], [-3.80411, 1.30753, -1.82721], [-3.27906, -3.49580, -4.41358], [-2.48276, -2.65925, -4.89037], [-2.03863, -2.55120, -6.04811], [-2.01062, -1.57508, -3.89739], [-2.30228, -1.68410, -2.54157], [-1.90430, -0.68377, -1.67731], [-1.25580, 0.41001, -2.09217], [-0.94208, 0.51327, -3.39457], [-1.29847, -0.45726, -4.31604], [-0.14780, 1.77369, -3.78706], [0.15149, 1.92730, -4.95794], [0.12683, 2.55552, -2.80309], [-2.85396, -2.54970, -2.19996], [-2.10505, -0.72672, -0.61137], [-1.02816, -0.34338, -5.35541], [4.11236, 0.54094, 2.58555], [3.98319, 0.64535, 1.24781], [2.78769, 0.38207, 0.60504], [2.79426, 0.56062, -0.77018], [1.68398, 0.33378, -1.47626], [3.91021, 0.95875, -1.48382], [3.86872, 1.10301, -2.80498], [5.08658, 1.19890, -0.79949], [6.18281, 1.58914, -1.45733], [5.12424, 1.04091, 0.57111], [6.26345, 1.28650, 1.23695], [1.12050, -0.23614, 1.45838], [-0.55291, 1.03369, 1.24797], [0.73166, -2.07477, 0.80927], [1.40547, -2.79328, -0.15966], [2.52927, -2.32095, -0.72190], [1.00709, -4.04795, -0.58925], [1.70255, -4.70566, -1.51949], [-0.10918, -4.63329, -0.02724], [-0.50153, -5.84831, -0.41643], [-0.80225, -3.96228, 0.96236], [-1.86793, -4.53882, 1.53212], [-0.36942, -2.71049, 1.36249], [-1.06836, -2.13680, 2.35699], [1.64097, -0.60273, 3.34093], [2.36273, -1.73165, 3.67985], [2.81491, -2.57465, 2.73253], [2.70143, -2.05701, 4.98128], [3.40035, -3.16809, 5.25684], [2.32330, -1.21264, 6.00481], [2.64710, -1.50560, 7.27153], [1.62329, -0.05991, 5.71289], [1.27272, 0.76751, 6.70537], [1.29826, 0.23059, 4.39560], [0.65258, 1.37985, 4.20412]],
  "forces_ev_per_angstrom": [[-0.092, -0.099, 0.313], [0.000, 0.152, 0.099], [0.031, -0.205, -0.120], [-0.019, 0.234, 0.101], [0.023, -0.113, -0.116], [0.004, 0.037, -0.008], [-0.057, 0.033, 0.023], [-0.007, -0.006, -0.019], [0.143, 0.003, -0.017], [-0.073, 0.085, 0.206], [-0.015, -0.004, 0.002], [-0.005, -0.010, -0.009], [-0.008, 0.006, 0.006], [-0.029, -0.017, 0.002], [0.079, -0.001, 0.072], [-0.196, -0.080, -0.214], [0.046, 0.003, 0.047], [0.094, 0.085, 0.062], [-0.027, -0.027, 0.016], [0.009, 0.090, 0.025], [0.093, -0.126, -0.215], [0.023, 0.077, 0.135], [0.008, -0.007, -0.049], [-0.111, -0.144, 0.293], [0.081, 0.064, -0.204], [0.046, -0.064, -0.347], [0.001, -0.006, 0.008], [-0.006, -0.006, 0.013], [-0.004, -0.006, -0.006], [-0.089, -0.056, -0.075], [0.134, 0.067, 0.067], [0.175, -0.062, -0.170], [0.049, 0.083, -0.080], [-0.071, -0.133, 0.113], [-0.044, 0.014, -0.047], [0.018, -0.004, 0.039], [0.089, 0.030, -0.034], [-0.058, -0.031, 0.035], [0.042, 0.060, 0.051], [-0.047, -0.015, -0.034], [-0.132, -0.030, -0.019], [-0.032, 0.166, -0.064], [-0.102, -0.086, 0.023], [0.088, -0.063, -0.097], [0.013, 0.147, 0.027], [-0.018, 0.010, 0.005], [0.009, 0.007, -0.004], [-0.076, -0.112, -0.028], [0.033, 0.091, 0.038], [0.007, -0.008, -0.010], [0.032, 0.034, -0.006], [-0.139, -0.111, 0.002], [0.106, 0.091, -0.047], [-0.076, 0.088, 0.163], [0.115, -0.160, 0.084], [-0.056, 0.093, -0.041], [0.029, -0.060, -0.052], [-0.027, 0.057, -0.005], [0.041, -0.034, 0.153], [-0.032, 0.030, -0.088], [-0.007, -0.004, -0.035], [0.008, -0.017, -0.018], [-0.013, 0.010, 0.152], [0.000, -0.040, -0.098]],
  "nbo_charge": [1.772, -0.686, 0.749, -0.849, 0.123, -0.229, -0.169, -0.267, 0.056, -0.537, 0.243, 0.204, 0.216, 0.217, -0.766, 0.728, -0.748, -0.072, -0.201, -0.013, -0.600, 0.082, -0.209, 0.750, -0.661, -0.907, 0.232, 0.204, 0.263, -0.325, 0.405, -0.540, 0.371, -0.292, 0.273, -0.276, 0.286, -0.293, 0.236, -0.302, 1.377, -0.902, -0.530, 0.358, -0.310, 0.261, -0.289, 0.293, -0.288, 0.239, -0.297, 0.401, -0.310, -0.545, 0.406, -0.318, 0.232, -0.299, 0.281, -0.298, 0.235, -0.297, 0.422, -0.293],
  "homo_energy_ev": -3.4,
  "molar_mass_g_mol": 917.36,
  "charge": -2,
  "largest_force_ev_per_a": 0.4,
  "homo_lumo_gap_ev": 7.0,
  "e_tot_ha": -5920.0075
}

***

ΔE to the lowest compared entry with this formula, charge and spin (computed, eV): 3.091, 0.181